DFT (ωB97M-V/def2-TZVPD) results for a structure of composition C48H63N2O5P2SY at a distorted geometry.

Computed properties:
- HOMO (eV) = -6.56

```
! wB97M-V def2-TZVPD RIJCOSX def2/J DEFGRID3
* xyz 0 1
Y 12.905 13.939 11.676
C 10.516 18.310 6.286
C 10.415 17.220 7.374
C 11.150 15.968 6.900
P 10.741 17.435 9.213
C 10.056 19.195 9.514
C 11.041 20.366 9.378
C 8.723 19.468 8.769
C 12.584 17.439 9.135
C 13.235 18.188 8.184
C 14.634 18.436 8.175
C 15.243 19.534 7.346
C 15.468 17.515 8.930
C 14.823 16.665 9.817
C 13.422 16.803 10.139
N 12.983 16.357 11.385
C 13.352 17.246 12.414
C 14.045 18.431 12.084
C 14.520 19.292 13.069
C 14.374 18.987 14.420
C 14.869 19.987 15.438
C 13.799 17.737 14.763
C 13.155 16.972 13.823
P 12.151 15.604 14.484
C 12.838 15.126 16.137
C 14.279 14.709 16.231
C 11.969 14.018 16.822
C 10.483 16.280 15.040
C 9.750 16.853 13.820
C 10.687 17.357 16.106
H 9.741 18.126 5.521
H 10.469 19.317 6.653
H 11.508 18.182 5.845
H 9.352 16.949 7.374
H 12.222 16.110 6.839
H 11.049 15.137 7.594
H 10.773 15.664 5.925
H 9.855 18.998 10.575
H 11.365 20.534 8.365
H 10.489 21.267 9.625
H 11.874 20.287 10.097
H 8.897 19.854 7.752
H 8.208 18.502 8.590
H 8.090 20.119 9.391
H 12.660 18.791 7.503
H 14.681 19.823 6.442
H 15.477 20.474 7.984
H 16.239 19.199 7.002
H 16.584 17.544 8.789
H 15.386 16.038 10.464
H 14.166 18.648 11.046
H 14.913 20.283 12.819
H 14.492 21.011 15.284
H 14.633 19.769 16.459
H 15.971 20.110 15.397
H 13.663 17.384 15.800
H 12.762 15.976 16.837
H 14.448 13.696 15.909
H 14.915 15.354 15.596
H 14.656 14.838 17.213
H 11.994 13.082 16.227
H 12.382 13.865 17.824
H 10.922 14.330 16.995
H 9.932 15.456 15.467
H 9.123 17.680 14.174
H 10.401 17.247 13.010
H 9.056 16.143 13.311
H 11.282 18.213 15.697
H 9.722 17.810 16.357
H 11.130 17.046 17.028
O 12.223 12.184 13.115
C 11.200 11.282 12.520
C 11.171 11.517 11.000
O 10.410 10.737 10.375
O 11.868 12.432 10.473
C 9.870 11.634 13.192
C 9.715 12.530 14.224
C 8.489 12.875 14.750
C 7.305 12.445 14.143
C 7.445 11.510 13.098
C 8.715 11.086 12.652
C 11.421 9.800 12.855
C 11.323 9.324 14.172
C 11.548 7.968 14.446
C 11.952 7.035 13.466
C 12.176 7.542 12.181
C 11.865 8.865 11.904
H 13.103 11.715 13.065
H 10.618 12.967 14.636
H 8.409 13.590 15.569
H 6.312 12.683 14.592
H 6.597 11.134 12.547
H 8.763 10.283 11.889
H 11.040 10.007 14.981
H 11.312 7.715 15.465
H 12.156 6.019 13.737
H 12.601 6.908 11.407
H 11.830 9.210 10.878
S 15.207 14.332 13.299
C 15.600 12.723 12.790
C 16.914 12.236 13.025
C 17.282 11.005 12.432
C 16.342 10.301 11.668
C 15.072 10.809 11.562
N 14.682 11.986 12.098
H 17.670 12.892 13.487
H 18.276 10.590 12.590
H 16.602 9.398 11.074
H 14.308 10.309 11.016
O 10.620 14.618 11.381
H 10.222 15.072 12.179
H 10.188 15.000 10.582
C 15.550 13.531 7.742
C 14.325 13.204 8.491
C 13.313 12.334 7.754
O 14.139 13.577 9.696
H 15.942 12.581 7.368
H 16.262 14.142 8.318
H 15.303 13.983 6.742
H 12.775 12.887 6.987
H 12.545 11.948 8.370
H 13.786 11.525 7.126
*
```


DFT (ωB97M-V/def2-TZVPD) results for a structure of composition C48H63N6O2S2SeW at a distorted geometry.

Computed properties:
- energy above the lowest of the compared OMol25 structures with the same formula, charge and spin (kJ/mol) = 0.0
- HOMO (eV) = -10.36

```
! wB97M-V def2-TZVPD RIJCOSX def2/J DEFGRID3
* xyz 1 1
W 0.084 0.360 -0.470
C 5.023 0.610 1.818
S 4.930 -0.371 0.294
C 3.238 -0.281 -0.156
S 2.327 1.140 0.147
N 2.798 -1.333 -0.766
N 1.498 -1.174 -1.204
C 1.060 -2.151 -1.919
C -0.188 -1.960 -2.634
C -0.609 -2.817 -3.633
C -1.730 -2.460 -4.375
C -2.381 -1.280 -4.067
C -1.910 -0.491 -3.019
N -0.826 -0.815 -2.327
H 5.923 1.218 1.769
H 5.077 -0.066 2.668
H 4.157 1.258 1.918
H 1.682 -3.027 -2.060
H -0.056 -3.723 -3.836
H -2.079 -3.092 -5.179
H -3.252 -0.956 -4.617
H -2.417 0.422 -2.745
C 2.156 1.249 7.054
C 2.627 2.166 5.919
C 4.076 1.816 5.547
C 2.594 3.610 6.423
C 1.749 1.964 4.685
C 1.609 0.690 4.143
C 0.878 0.513 2.983
Se 1.103 -1.101 2.003
C -0.482 -2.123 2.109
C -0.513 -3.221 2.950
C -1.559 -4.128 2.877
C -2.586 -3.816 1.996
C -2.586 -2.741 1.104
C -1.443 -1.914 1.112
O -1.220 -0.957 0.169
C -3.777 -2.602 0.145
C -3.368 -3.193 -1.209
C -4.170 -1.135 -0.030
C -5.020 -3.340 0.653
C -1.489 -5.448 3.644
C -0.262 -6.217 3.131
C -2.728 -6.311 3.414
C -1.339 -5.179 5.145
C 0.268 1.585 2.329
O -0.340 1.323 1.142
C 0.353 2.874 2.865
C 1.124 3.014 4.023
C -0.291 4.091 2.199
C -1.798 3.850 2.063
C 0.342 4.314 0.817
C -0.097 5.371 3.015
H 2.809 1.364 7.921
H 2.173 0.198 6.764
H 1.138 1.499 7.358
H 4.744 2.043 6.380
H 4.405 2.398 4.683
H 4.182 0.757 5.310
H 3.194 3.687 7.330
H 1.580 3.929 6.668
H 3.012 4.306 5.693
H 2.083 -0.167 4.603
H 0.298 -3.359 3.654
H -3.445 -4.465 1.982
H -2.430 -2.759 -1.547
H -4.135 -2.994 -1.962
H -3.235 -4.274 -1.134
H -3.323 -0.540 -0.342
H -4.553 -0.720 0.904
H -4.952 -1.050 -0.789
H -4.914 -4.424 0.610
H -5.867 -3.077 0.018
H -5.265 -3.054 1.676
H -0.359 -6.423 2.063
H -0.164 -7.168 3.656
H 0.657 -5.649 3.277
H -2.847 -6.574 2.361
H -3.638 -5.811 3.752
H -2.632 -7.239 3.977
H -0.468 -4.559 5.361
H -1.222 -6.119 5.686
H -2.221 -4.669 5.537
H 1.247 4.008 4.420
H -2.004 2.896 1.590
H -2.247 4.642 1.459
H -2.277 3.859 3.044
H 0.165 3.473 0.148
H 1.420 4.463 0.910
H -0.086 5.206 0.354
H -0.446 5.254 4.042
H -0.685 6.168 2.559
H 0.944 5.695 3.032
C 0.661 3.132 -3.719
C -0.774 3.233 -3.319
C -1.635 4.012 -4.078
C -2.974 4.139 -3.748
C -3.454 3.483 -2.630
C -2.626 2.697 -1.833
C -3.252 2.096 -0.608
C -1.276 2.547 -2.201
N -0.432 1.689 -1.468
H 0.917 3.926 -4.418
H 0.878 2.171 -4.183
H 1.304 3.214 -2.847
H -1.235 4.535 -4.937
H -3.629 4.760 -4.343
H -4.496 3.579 -2.348
H -3.572 2.892 0.064
H -2.584 1.445 -0.049
H -4.143 1.528 -0.877
C 2.786 -1.141 -4.508
C 3.261 0.138 -3.909
N 2.633 0.872 -3.019
C 3.469 1.951 -2.794
C 4.595 1.854 -3.543
N 4.452 0.686 -4.256
H 1.699 -1.152 -4.547
H 3.132 -1.999 -3.927
H 3.163 -1.256 -5.524
H 3.211 2.737 -2.108
H 5.461 2.484 -3.627
H 5.118 0.297 -4.900
*
```


DFT (ωB97M-V/def2-TZVPD) results for a cluster of 8 separate species, C48H64F6N13O12S6 in total at a distorted geometry.

Computed properties:
- HOMO (eV) = -12.50

```
! wB97M-V def2-TZVPD RIJCOSX def2/J DEFGRID3
* xyz 5 1
C -4.531 6.142 -0.856
C -3.419 5.616 0.095
N -3.779 5.754 1.526
C -4.483 6.790 2.150
C -4.770 6.407 3.454
N -4.145 5.159 3.670
C -3.553 4.813 2.437
C -4.228 4.414 4.928
H -4.597 7.219 -1.014
H -5.491 5.667 -0.658
H -4.142 5.837 -1.827
H -2.462 6.098 -0.107
H -3.167 4.577 -0.120
H -4.821 7.636 1.571
H -5.355 6.879 4.230
H -3.140 3.835 2.242
H -3.469 3.632 4.934
H -5.186 3.910 5.058
H -3.864 5.028 5.751
C 2.256 -0.367 -6.530
C 2.547 -1.078 -7.835
N 2.994 -0.118 -8.844
C 2.146 0.360 -9.896
C 2.945 1.239 -10.619
N 4.216 1.233 -10.047
C 4.215 0.497 -8.931
C 5.250 2.231 -10.544
H 1.294 0.139 -6.618
H 2.912 0.454 -6.240
H 2.288 -1.115 -5.738
H 1.781 -1.769 -8.187
H 3.357 -1.771 -7.607
H 1.142 -0.036 -9.942
H 2.758 1.861 -11.482
H 5.112 0.406 -8.336
H 5.909 2.500 -9.719
H 4.712 3.085 -10.954
H 5.816 1.749 -11.342
C -6.006 -3.228 1.550
N -5.188 -3.027 2.768
C -4.987 -4.094 3.587
C -4.204 -3.836 4.708
C -3.445 -2.655 4.861
C -3.757 -1.598 4.006
C -4.660 -1.806 2.981
C -2.637 -2.421 6.060
C -3.137 -2.813 7.289
C -2.472 -2.521 8.456
N -1.297 -1.872 8.440
C -0.824 -1.320 7.275
C -1.406 -1.702 6.062
C -0.633 -1.698 9.719
H -6.623 -4.126 1.572
H -5.257 -3.477 0.798
H -6.522 -2.343 1.178
H -5.466 -5.028 3.333
H -3.969 -4.660 5.365
H -3.253 -0.649 3.908
H -4.920 -1.103 2.202
H -4.007 -3.453 7.305
H -2.817 -2.834 9.431
H 0.033 -0.686 7.451
H -1.020 -1.351 5.116
H -0.900 -0.672 9.972
H 0.408 -2.003 9.608
H -0.992 -2.367 10.500
C -0.088 -6.300 -0.252
N 0.456 -7.081 0.864
C 1.794 -7.286 0.958
C 2.433 -8.147 1.922
C 1.597 -8.623 2.916
C 0.200 -8.359 2.846
C -0.330 -7.565 1.820
C 2.169 -9.255 4.152
C 3.017 -8.534 5.012
C 3.390 -9.115 6.209
N 2.781 -10.288 6.555
C 1.855 -10.977 5.835
C 1.562 -10.476 4.574
C 3.162 -10.922 7.805
H -0.406 -7.035 -0.991
H 0.616 -5.546 -0.605
H -0.986 -5.765 0.056
H 2.335 -6.792 0.164
H 3.489 -8.340 2.038
H -0.461 -8.939 3.473
H -1.375 -7.298 1.881
H 3.319 -7.518 4.807
H 4.151 -8.755 6.886
H 1.339 -11.840 6.229
H 0.847 -10.926 3.901
H 4.226 -10.753 7.973
H 2.985 -11.990 7.675
H 2.524 -10.469 8.563
C 6.131 5.006 -3.471
N 5.221 5.503 -2.334
C 4.382 4.643 -1.726
C 3.552 4.968 -0.658
C 3.608 6.267 -0.220
C 4.441 7.225 -0.860
C 5.248 6.735 -1.876
C 2.779 6.676 0.944
C 2.958 6.044 2.235
C 2.222 6.557 3.343
N 1.315 7.522 3.100
C 1.113 8.146 1.966
C 1.890 7.751 0.873
C 0.475 7.750 4.309
H 6.317 5.754 -4.242
H 5.680 4.134 -3.945
H 7.098 4.773 -3.026
H 4.367 3.662 -2.177
H 2.793 4.296 -0.288
H 4.407 8.255 -0.535
H 6.041 7.353 -2.270
H 3.699 5.265 2.341
H 2.315 6.088 4.311
H 0.289 8.842 1.905
H 1.896 8.354 -0.024
H -0.291 8.484 4.059
H 1.064 8.173 5.122
H -0.077 6.825 4.479
N 0.954 6.609 -6.828
S 1.073 5.129 -6.625
O -0.157 4.371 -6.487
O 2.330 4.597 -6.236
F 1.176 4.893 -8.190
S 0.236 6.802 -5.264
O 0.495 5.818 -4.202
O -1.126 7.354 -5.372
F 1.110 8.054 -4.823
N -2.345 -5.145 -8.697
S -2.989 -3.904 -9.434
O -2.391 -2.579 -9.194
O -4.341 -4.004 -9.961
F -2.259 -4.309 -10.851
S -2.839 -4.350 -7.211
O -4.193 -3.909 -7.069
O -1.709 -3.713 -6.521
F -2.897 -5.700 -6.376
N -2.175 0.717 -0.378
S -2.094 0.495 -1.878
O -2.247 -0.893 -2.321
O -1.348 1.432 -2.653
F -3.567 1.007 -2.187
S -0.654 -0.047 -0.134
O 0.564 0.424 -0.817
O -0.727 -1.453 0.207
F -0.503 0.574 1.352
*
```


| no. | DFT total energy (hartree) |
| --- | --- |
| 1 | -3471.91278 |
| 2 | -5610.68831 |
| 3 | -6468.27800 |